[1]
{"formula": "C32H68Cl2F2NO6Si", "method": "wB97M-V/def2-TZVPD", "total_charge": 1, "homo_ev": -11.072, "lumo_ev": -2.8, "total_energy_ha": -3175.56797, "symbols": ["C", "C", "Cl", "C", "Cl", "N", "C", "F", "F", "C", "C", "Si", "C", "C", "C", "C", "C", "C", "C", "C", "H", "H", "H", "H", "H", "H", "H", "H", "H", "H", "H", "H", "H", "H", "H", "H", "H", "H", "H", "H", "C", "C", "C", "O", "H", "H", "H", "H", "H", "H", "H", "H", "C", "C", "C", "O", "H", "H", "H", "H", "H", "H", "H", "H", "C", "C", "C", "O", "H", "H", "H", "H", "H", "H", "H", "H", "C", "C", "C", "O", "H", "H", "H", "H", "H", "H", "H", "H", "C", "C", "C", "O", "H", "H", "H", "H", "H", "H", "H", "H", "C", "C", "C", "O", "H", "H", "H", "H", "H", "H", "H", "H"], "coordinates": [[0.129, -0.645, 4.274], [-1.319, -0.807, 3.731], [-2.619, -0.233, 4.821], [-1.633, -1.368, 2.524], [-3.392, -1.459, 2.163], [-0.589, -1.892, 1.620], [-0.617, -1.341, 0.235], [-1.766, -1.664, -0.451], [0.413, -1.986, -0.463], [-0.333, 0.198, 0.129], [1.179, 0.541, -0.167], [1.651, 2.391, -0.030], [3.099, 2.466, 1.238], [2.413, 2.980, -1.687], [0.294, 3.536, 0.640], [-1.151, 3.421, 0.404], [-2.145, 4.334, 0.996], [-1.712, 5.423, 1.865], [-0.274, 5.602, 2.102], [0.705, 4.682, 1.498], [0.398, -1.540, 4.907], [0.900, -0.477, 3.474], [0.130, 0.246, 4.953], [-0.753, -2.922, 1.539], [0.374, -1.790, 1.974], [-0.720, 0.753, 1.034], [-0.928, 0.570, -0.754], [1.474, 0.173, -1.188], [1.805, -0.065, 0.560], [3.377, 3.512, 1.518], [3.986, 1.906, 0.844], [2.737, 1.918, 2.162], [1.814, 3.809, -2.149], [3.460, 3.345, -1.498], [2.444, 2.106, -2.400], [-1.549, 2.613, -0.249], [-3.219, 4.150, 0.775], [-2.496, 6.070, 2.316], [0.077, 6.447, 2.747], [1.773, 4.893, 1.724], [6.003, 3.550, 5.017], [5.893, 4.140, 3.620], [7.053, 5.078, 3.323], [4.662, 4.852, 3.499], [5.978, 4.338, 5.775], [5.159, 2.887, 5.221], [6.929, 2.983, 5.135], [5.874, 3.334, 2.882], [7.063, 5.918, 4.024], [6.956, 5.502, 2.321], [8.010, 4.556, 3.390], [4.666, 5.567, 4.147], [-4.188, -5.989, 2.132], [-5.552, -5.366, 1.873], [-5.887, -5.365, 0.390], [-5.562, -4.025, 2.366], [-3.398, -5.422, 1.625], [-3.956, -5.973, 3.201], [-4.152, -7.023, 1.783], [-6.317, -5.917, 2.423], [-5.156, -4.779, -0.176], [-6.863, -4.906, 0.219], [-5.904, -6.380, -0.012], [-4.888, -3.530, 1.886], [-4.010, -3.213, -4.879], [-4.566, -3.266, -3.465], [-3.596, -2.653, -2.466], [-4.825, -4.622, -3.103], [-3.076, -3.780, -4.952], [-4.711, -3.666, -5.583], [-3.817, -2.184, -5.191], [-5.518, -2.733, -3.426], [-2.649, -3.201, -2.456], [-4.005, -2.707, -1.454], [-3.391, -1.607, -2.705], [-3.989, -5.103, -3.135], [-2.627, -2.875, -8.844], [-3.259, -1.498, -8.710], [-2.932, -0.620, -9.908], [-2.788, -0.871, -7.517], [-1.536, -2.798, -8.896], [-2.861, -3.491, -7.973], [-2.983, -3.387, -9.741], [-4.343, -1.599, -8.615], [-1.851, -0.468, -9.995], [-3.383, 0.368, -9.794], [-3.296, -1.065, -10.836], [-1.830, -0.776, -7.589], [-0.574, -6.843, 3.715], [-0.236, -5.470, 4.273], [-0.663, -5.343, 5.726], [-0.894, -4.462, 3.493], [-1.652, -7.022, 3.748], [-0.272, -6.917, 2.668], [-0.073, -7.631, 4.279], [0.838, -5.294, 4.189], [-1.745, -5.471, 5.827], [-0.425, -4.348, 6.111], [-0.165, -6.087, 6.350], [-1.847, -4.613, 3.562], [5.836, 6.661, -2.685], [5.255, 6.575, -1.283], [6.204, 7.167, -0.253], [4.992, 5.209, -0.959], [6.772, 6.098, -2.753], [5.149, 6.223, -3.413], [6.032, 7.697, -2.969], [4.300, 7.104, -1.249], [7.152, 6.621, -0.239], [5.778, 7.089, 0.750], [6.410, 8.218, -0.464], [5.830, 4.731, -0.986]]}

---

[2]
{"formula": "C32H70F14NO10", "method": "wB97M-V/def2-TZVPD", "total_charge": 1, "homo_ev": -11.248, "lumo_ev": -2.9, "total_energy_ha": -3466.22705, "symbols": ["F", "C", "C", "C", "N", "C", "C", "O", "C", "C", "C", "C", "F", "F", "C", "F", "F", "C", "F", "F", "C", "F", "F", "C", "F", "F", "C", "F", "F", "F", "H", "H", "H", "H", "H", "H", "H", "H", "H", "H", "H", "H", "H", "H", "H", "H", "C", "C", "O", "H", "H", "H", "H", "H", "H", "C", "C", "O", "H", "H", "H", "H", "H", "H", "C", "C", "O", "H", "H", "H", "H", "H", "H", "C", "C", "O", "H", "H", "H", "H", "H", "H", "C", "C", "O", "H", "H", "H", "H", "H", "H", "C", "C", "O", "H", "H", "H", "H", "H", "H", "C", "C", "O", "H", "H", "H", "H", "H", "H", "C", "C", "O", "H", "H", "H", "H", "H", "H", "C", "C", "O", "H", "H", "H", "H", "H", "H"], "coordinates": [[-3.652, 1.338, -4.459], [-2.682, 1.789, -5.324], [-1.732, 0.654, -5.696], [-0.411, 0.573, -4.937], [0.219, 1.932, -4.753], [0.224, 2.434, -3.322], [-0.974, 1.946, -2.509], [-1.394, 0.625, -2.782], [-0.508, -0.118, -3.580], [-1.064, -1.539, -3.767], [-0.262, -2.635, -3.068], [-0.848, -2.960, -1.713], [-2.097, -3.471, -1.902], [-1.003, -1.855, -0.948], [-0.026, -4.041, -0.949], [1.295, -3.908, -1.198], [-0.412, -5.244, -1.445], [-0.282, -4.101, 0.582], [0.203, -5.283, 1.014], [-1.609, -4.091, 0.792], [0.415, -2.963, 1.402], [1.450, -3.479, 2.107], [0.924, -2.033, 0.558], [-0.515, -2.209, 2.389], [-1.563, -1.661, 1.729], [0.243, -1.184, 2.876], [-1.015, -3.067, 3.612], [-2.362, -3.040, 3.631], [-0.547, -2.549, 4.758], [-0.612, -4.340, 3.497], [-3.188, 2.158, -6.210], [-2.203, 2.639, -4.839], [-2.282, -0.268, -5.603], [-1.500, 0.762, -6.751], [0.278, -0.016, -5.534], [1.190, 1.872, -5.039], [-0.206, 2.639, -5.350], [1.138, 2.074, -2.873], [0.236, 3.514, -3.345], [-0.680, 2.017, -1.464], [-1.807, 2.629, -2.644], [0.477, -0.207, -3.118], [-1.116, -1.777, -4.822], [-2.079, -1.507, -3.390], [-0.367, -3.547, -3.644], [0.795, -2.411, -2.994], [-4.236, -2.912, -8.609], [-3.749, -1.707, -7.832], [-2.346, -1.796, -7.538], [-4.046, -3.826, -8.046], [-5.304, -2.839, -8.813], [-3.715, -2.995, -9.563], [-4.259, -1.632, -6.871], [-3.942, -0.786, -8.393], [-1.881, -1.860, -8.376], [2.583, 1.444, 3.572], [3.647, 0.388, 3.792], [3.234, -0.539, 4.799], [2.375, 1.973, 4.503], [2.894, 2.169, 2.817], [1.650, 0.979, 3.245], [4.573, 0.840, 4.140], [3.860, -0.149, 2.866], [2.422, -0.955, 4.491], [-0.224, 1.753, 6.436], [0.335, 3.015, 7.064], [-0.614, 4.078, 7.052], [-0.533, 1.945, 5.408], [0.521, 0.953, 6.438], [-1.103, 1.404, 6.982], [1.202, 3.368, 6.508], [0.649, 2.820, 8.096], [-1.383, 3.791, 7.552], [3.279, 0.183, -0.041], [3.434, 1.675, -0.238], [2.311, 2.246, -0.929], [3.163, -0.321, -1.004], [4.148, -0.232, 0.470], [2.390, -0.032, 0.555], [4.310, 1.897, -0.844], [3.551, 2.175, 0.726], [1.534, 2.071, -0.390], [3.665, -0.743, 8.817], [2.936, -2.004, 8.393], [1.969, -1.741, 7.381], [2.954, -0.002, 9.184], [4.389, -0.952, 9.607], [4.195, -0.303, 7.969], [2.394, -2.434, 9.234], [3.649, -2.754, 8.033], [2.436, -1.373, 6.626], [0.584, 1.287, 10.829], [1.162, 2.557, 11.426], [2.568, 2.454, 11.632], [0.791, 0.434, 11.476], [-0.496, 1.371, 10.694], [1.038, 1.077, 9.857], [0.723, 2.756, 12.401], [0.950, 3.416, 10.778], [2.981, 2.293, 10.780], [8.339, 0.269, 1.584], [6.927, 0.539, 2.066], [5.983, -0.362, 1.483], [8.392, 0.347, 0.498], [9.044, 0.976, 2.022], [8.653, -0.741, 1.858], [6.610, 1.541, 1.778], [6.874, 0.467, 3.157], [6.237, -1.254, 1.736], [-7.418, -3.267, -11.517], [-6.199, -3.385, -12.413], [-5.038, -3.788, -11.685], [-7.234, -2.550, -10.716], [-8.291, -2.940, -12.083], [-7.651, -4.228, -11.052], [-5.960, -2.423, -12.861], [-6.388, -4.098, -13.222], [-5.223, -4.647, -11.296], [-4.774, 5.525, -1.248], [-3.285, 5.281, -1.099], [-2.620, 5.261, -2.368], [-5.225, 4.757, -1.876], [-5.269, 5.519, -0.277], [-4.961, 6.491, -1.721], [-3.102, 4.310, -0.641], [-2.830, 6.047, -0.465], [-2.761, 6.115, -2.784]]}

---

[3]
{"formula": "C32H71B3O21P4S", "method": "wB97M-V/def2-TZVPD", "total_charge": 0, "homo_ev": -8.651, "lumo_ev": -1.7, "total_energy_ha": -4680.23540, "symbols": ["O", "S", "O", "C", "B", "O", "B", "O", "B", "C", "C", "C", "C", "C", "C", "C", "O", "H", "H", "H", "H", "H", "H", "H", "H", "H", "H", "H", "O", "P", "O", "C", "C", "O", "C", "C", "O", "C", "C", "H", "H", "H", "H", "H", "H", "H", "H", "H", "H", "H", "H", "H", "H", "H", "O", "P", "O", "C", "C", "O", "C", "C", "O", "C", "C", "H", "H", "H", "H", "H", "H", "H", "H", "H", "H", "H", "H", "H", "H", "H", "O", "P", "O", "C", "C", "O", "C", "C", "O", "C", "C", "H", "H", "H", "H", "H", "H", "H", "H", "H", "H", "H", "H", "H", "H", "H", "O", "P", "O", "C", "C", "O", "C", "C", "O", "C", "C", "H", "H", "H", "H", "H", "H", "H", "H", "H", "H", "H", "H", "H", "H", "H"], "coordinates": [[-2.728, -3.211, -4.350], [-3.119, -3.040, -5.741], [-3.657, -1.702, -5.966], [-1.727, -3.290, -6.876], [-0.354, -3.042, -6.041], [0.074, -3.959, -5.060], [0.565, -3.134, -4.008], [1.607, -2.235, -4.313], [1.105, -1.354, -5.299], [1.357, 0.215, -5.267], [0.210, 1.036, -4.620], [0.523, 1.738, -3.389], [-0.441, 2.565, -2.710], [-1.795, 2.706, -3.295], [-2.106, 1.992, -4.510], [-1.107, 1.174, -5.160], [0.375, -1.894, -6.393], [-4.116, -3.933, -6.074], [-1.821, -2.500, -7.661], [-1.686, -4.294, -7.355], [0.119, -3.120, -2.916], [1.470, 0.597, -6.317], [2.292, 0.422, -4.696], [1.528, 1.679, -2.916], [-0.155, 3.112, -1.787], [-2.585, 3.344, -2.848], [-3.102, 2.092, -4.976], [-1.354, 0.645, -6.102], [-1.312, 5.253, 0.529], [-2.092, 5.241, 1.839], [-2.064, 6.881, 2.061], [-2.957, 7.688, 1.298], [-4.386, 7.570, 1.798], [-0.776, 4.809, 2.750], [0.242, 3.968, 2.206], [1.431, 4.795, 1.752], [-3.028, 5.098, 3.224], [-2.540, 5.262, 4.562], [-1.986, 6.632, 4.891], [-2.891, 7.421, 0.239], [-2.618, 8.720, 1.401], [-4.776, 6.562, 1.632], [-5.034, 8.277, 1.276], [-4.443, 7.766, 2.869], [-0.148, 3.353, 1.394], [0.558, 3.285, 2.997], [1.125, 5.647, 1.145], [2.131, 4.187, 1.177], [1.957, 5.205, 2.617], [-1.823, 4.477, 4.801], [-3.404, 5.084, 5.209], [-1.044, 6.820, 4.376], [-1.793, 6.706, 5.964], [-2.684, 7.420, 4.609], [-5.545, 2.320, 7.911], [-4.938, 1.098, 7.267], [-5.675, 1.194, 5.798], [-5.225, 2.182, 4.873], [-3.887, 1.811, 4.262], [-5.908, -0.002, 8.033], [-6.442, 0.276, 9.327], [-7.880, 0.750, 9.219], [-3.957, -0.150, 6.754], [-4.396, -1.499, 6.552], [-5.459, -1.686, 5.491], [-5.172, 3.157, 5.366], [-5.980, 2.249, 4.088], [-3.098, 1.815, 5.019], [-3.613, 2.520, 3.479], [-3.917, 0.809, 3.833], [-5.824, 0.999, 9.860], [-6.409, -0.652, 9.901], [-7.995, 1.528, 8.463], [-8.237, 1.134, 10.176], [-8.527, -0.076, 8.913], [-4.699, -1.943, 7.500], [-3.503, -2.046, 6.237], [-6.418, -1.275, 5.805], [-5.608, -2.751, 5.298], [-5.177, -1.201, 4.557], [5.772, 1.346, -2.285], [7.057, 2.002, -2.729], [6.418, 3.308, -3.505], [5.880, 4.371, -2.721], [6.975, 5.200, -2.073], [7.339, 0.987, -4.004], [6.870, -0.360, -3.977], [5.586, -0.491, -4.773], [8.607, 2.601, -2.884], [9.353, 2.616, -4.107], [8.753, 3.437, -5.227], [5.196, 3.972, -1.968], [5.299, 5.000, -3.398], [7.523, 4.612, -1.332], [6.551, 6.072, -1.572], [7.699, 5.540, -2.815], [6.741, -0.711, -2.953], [7.643, -0.985, -4.430], [4.866, 0.286, -4.512], [5.124, -1.467, -4.610], [5.789, -0.375, -5.840], [9.565, 1.598, -4.431], [10.320, 3.055, -3.845], [7.848, 2.977, -5.624], [9.465, 3.520, -6.051], [8.496, 4.442, -4.889], [3.058, -8.448, -0.084], [1.692, -8.622, -0.700], [1.257, -7.037, -0.803], [1.857, -6.229, -1.812], [1.301, -6.548, -3.189], [0.926, -9.067, 0.697], [1.639, -9.738, 1.735], [2.033, -8.762, 2.828], [0.349, -9.101, -1.568], [-0.987, -9.123, -1.052], [-1.544, -7.781, -0.627], [2.944, -6.351, -1.792], [1.636, -5.190, -1.560], [1.579, -7.559, -3.497], [1.688, -5.846, -3.931], [0.212, -6.496, -3.193], [2.508, -10.264, 1.338], [0.973, -10.497, 2.151], [2.494, -7.861, 2.420], [2.728, -9.225, 3.531], [1.148, -8.434, 3.378], [-1.070, -9.858, -0.252], [-1.604, -9.501, -1.872], [-1.054, -7.409, 0.273], [-2.609, -7.874, -0.404], [-1.417, -7.033, -1.409]]}

---

[4]
{"formula": "C32H71N9O14Tl", "method": "wB97M-V/def2-TZVPD", "total_charge": 1, "homo_ev": -11.058, "lumo_ev": -6.2, "total_energy_ha": -2980.24303, "symbols": ["Tl", "O", "C", "C", "O", "H", "H", "H", "H", "C", "C", "O", "C", "O", "O", "H", "H", "H", "H", "C", "C", "O", "N", "C", "H", "H", "H", "H", "H", "H", "H", "C", "C", "O", "N", "C", "H", "H", "H", "H", "H", "H", "H", "C", "C", "O", "N", "C", "H", "H", "H", "H", "H", "H", "H", "C", "C", "O", "N", "C", "H", "H", "H", "H", "H", "H", "H", "C", "C", "O", "N", "C", "H", "H", "H", "H", "H", "H", "H", "C", "C", "O", "N", "C", "H", "H", "H", "H", "H", "H", "H", "C", "C", "O", "N", "C", "H", "H", "H", "H", "H", "H", "H", "C", "C", "O", "N", "C", "H", "H", "H", "H", "H", "H", "H", "C", "C", "O", "N", "C", "H", "H", "H", "H", "H", "H", "H"], "coordinates": [[-0.054, 0.036, 0.209], [0.377, 1.144, 2.969], [0.133, 0.195, 3.939], [0.158, -1.413, 3.713], [-0.120, -1.996, 2.422], [-0.895, 0.335, 4.271], [0.678, 0.551, 4.813], [-0.473, -1.853, 4.485], [1.104, -1.835, 4.053], [1.573, 5.359, 2.040], [0.447, 4.523, 2.666], [-0.546, 5.497, 2.861], [-0.334, 6.515, 1.995], [-1.026, 7.514, 1.885], [0.823, 6.339, 1.380], [2.167, 4.820, 1.302], [2.210, 5.721, 2.847], [0.740, 4.075, 3.615], [0.170, 3.629, 2.108], [-3.069, 2.662, 2.804], [-3.286, 2.276, 1.335], [-2.509, 1.515, 0.731], [-4.382, 2.712, 0.777], [-4.735, 2.423, -0.613], [-4.004, 3.084, 3.170], [-2.252, 3.384, 2.797], [-2.682, 1.873, 3.449], [-5.023, 3.267, 1.326], [-4.589, 1.399, -0.956], [-3.982, 2.923, -1.223], [-5.781, 2.671, -0.791], [2.371, -4.679, 2.368], [1.256, -5.657, 2.704], [1.527, -6.745, 3.073], [0.041, -5.111, 2.680], [-1.271, -5.628, 2.857], [2.294, -4.530, 1.291], [3.406, -4.980, 2.525], [2.230, -3.719, 2.864], [-0.003, -4.116, 2.508], [-1.303, -6.683, 3.130], [-1.819, -5.518, 1.921], [-1.751, -5.030, 3.631], [-2.028, 2.473, -3.961], [-2.375, 1.182, -3.257], [-1.684, 0.778, -2.291], [-3.490, 0.507, -3.683], [-3.921, -0.791, -3.196], [-1.010, 2.857, -3.890], [-2.735, 3.195, -3.553], [-2.263, 2.368, -5.020], [-3.899, 0.887, -4.525], [-3.317, -1.163, -2.368], [-3.688, -1.502, -3.989], [-4.965, -0.861, -2.892], [-1.065, -3.196, -3.832], [-0.760, -3.039, -2.358], [-0.721, -2.000, -1.751], [-0.548, -4.238, -1.753], [-0.446, -4.413, -0.322], [-1.625, -4.077, -4.145], [-0.077, -3.144, -4.288], [-1.599, -2.286, -4.108], [-0.643, -5.060, -2.333], [-1.125, -3.780, 0.249], [0.585, -4.398, 0.030], [-0.903, -5.365, -0.050], [4.751, 2.144, 0.451], [3.458, 1.741, 1.099], [2.563, 1.300, 0.404], [3.296, 1.932, 2.391], [4.107, 2.731, 3.299], [5.596, 1.475, 0.609], [5.043, 3.162, 0.708], [4.447, 2.178, -0.596], [2.368, 1.669, 2.689], [4.403, 2.272, 4.242], [3.499, 3.613, 3.500], [5.016, 3.124, 2.842], [0.820, -0.018, -4.841], [1.742, -0.073, -3.676], [1.377, 0.131, -2.545], [3.004, -0.246, -4.062], [4.156, 0.027, -3.196], [0.016, 0.701, -4.683], [0.371, -0.982, -5.080], [1.234, 0.407, -5.755], [3.107, -0.508, -5.032], [4.619, 0.980, -3.453], [4.894, -0.775, -3.186], [3.945, 0.200, -2.141], [-4.981, -2.035, 0.698], [-3.530, -1.816, 1.068], [-2.766, -1.265, 0.271], [-3.128, -2.303, 2.246], [-3.947, -2.574, 3.399], [-5.561, -1.262, 1.202], [-5.375, -3.003, 1.006], [-5.059, -1.971, -0.387], [-2.152, -2.165, 2.467], [-3.820, -1.795, 4.151], [-3.519, -3.442, 3.900], [-4.998, -2.783, 3.196], [3.321, -3.274, -2.194], [3.028, -2.556, -0.863], [1.907, -1.987, -0.741], [3.937, -2.581, 0.093], [3.827, -1.950, 1.410], [2.885, -4.271, -2.250], [4.403, -3.381, -2.267], [2.958, -2.562, -2.936], [4.558, -3.366, -0.040], [2.791, -1.736, 1.674], [4.452, -1.107, 1.703], [4.083, -2.749, 2.106], [-1.133, 4.537, -1.059], [0.101, 3.796, -1.391], [0.312, 2.695, -0.931], [0.939, 4.344, -2.288], [1.990, 3.645, -2.939], [-1.852, 4.360, -1.859], [-1.002, 5.609, -1.208], [-1.656, 4.159, -0.181], [0.894, 5.353, -2.306], [2.703, 4.305, -3.433], [1.475, 3.049, -3.693], [2.567, 3.017, -2.261]]}